Molecular formula: C43H35BrF4N4O7PW
Method: DFT, the ωB97M-V functional and the def2-TZVPD basis

The maximum force comes out at 1.30 eV/Å. Its molar mass is 1090.484 g/mol. Its charge is +1. As for the HOMO-LUMO gap (spin up / spin down): 6.861 / 7.016 eV. The value obtained for the energy relative to the best compared isomer or geometry (same formula, charge and spin) is 18.78 kcal/mol. As for the multiplicity: 3. The LUMO energy (spin up / spin down) is -3.5 / -3.6 eV.

CARTESIAN COORDINATES (ANGSTROEM)
W: -0.909450 0.400021 -0.074670
F: 1.274740 4.248915 6.367715
C: 1.188074 3.378950 5.383317
C: 2.230854 2.514848 5.129042
F: 3.318900 2.562773 5.876552
C: 2.138213 1.606739 4.094558
F: 3.189357 0.814185 3.921450
C: 1.014909 1.516911 3.274104
P: 1.131554 0.462699 1.757540
C: 2.743897 1.112643 1.152145
C: 2.900409 2.496119 1.088591
C: 4.091852 3.051846 0.649953
C: 5.149089 2.230879 0.283990
C: 5.009073 0.853487 0.368547
C: 3.813168 0.294764 0.798274
C: 1.430295 -1.192528 2.475526
C: 1.174306 -1.452747 3.823907
C: 1.361958 -2.726762 4.340156
C: 1.789603 -3.759158 3.515350
C: 2.008008 -3.519160 2.166286
C: 1.823533 -2.245160 1.646513
C: -0.030405 2.391774 3.578324
Br: -1.688377 2.337848 2.688214
C: 0.048439 3.309213 4.609738
F: -0.957160 4.128005 4.889623
H: 2.098436 3.158392 1.387379
H: 4.191516 4.129523 0.597961
H: 6.081826 2.664715 -0.054236
H: 5.837519 0.204596 0.112283
H: 3.743025 -0.778744 0.862486
H: 0.829610 -0.664430 4.482517
H: 1.174538 -2.910649 5.391362
H: 1.946057 -4.749539 3.923962
H: 2.315118 -4.323359 1.508063
H: 1.966610 -2.086467 0.586869
N: -1.459421 -1.107030 1.641894
C: -2.488081 -2.199403 1.671364
C: -3.938333 -1.750040 1.629093
C: -4.443828 -1.392400 0.227288
C: -4.496769 0.093545 -0.061396
N: -3.326701 0.850419 0.474332
H: -0.587190 -1.574539 1.860368
H: -1.634151 -0.504161 2.441230
H: -2.317435 -2.749367 2.597476
H: -2.280602 -2.862858 0.841552
H: -4.102567 -0.935486 2.349073
H: -4.520463 -2.589560 2.009275
H: -5.450639 -1.784569 0.081624
H: -3.806221 -1.892596 -0.495439
H: -5.404289 0.524077 0.365400
H: -4.543802 0.257284 -1.138828
H: -3.479140 0.965878 1.470518
H: -3.377089 1.787333 0.085782
O: -2.597626 2.413305 -3.254389
C: -2.207253 1.456280 -2.651815
O: -1.636827 1.594121 -1.445107
C: -2.360006 0.066173 -3.182594
C: -2.760941 -0.046318 -4.503962
C: -2.947839 -1.289495 -5.056094
C: -2.750673 -2.428224 -4.320815
C: -2.377658 -2.321332 -2.997208
C: -2.165327 -1.070097 -2.386160
O: -1.813868 -0.977924 -1.109035
N: -2.171267 -3.614853 -2.298021
O: -2.006284 -4.598415 -2.983515
O: -2.129582 -3.625036 -1.081664
N: -3.363452 -1.415807 -6.470375
O: -3.528180 -0.388862 -7.093808
O: -3.474786 -2.539919 -6.915175
H: -2.921057 0.851094 -5.085457
H: -2.888686 -3.402892 -4.763087
C: 0.414766 5.290457 -0.904593
C: -0.112034 4.274571 -0.118459
C: 0.296691 2.984200 -0.357674
C: 1.179118 2.624520 -1.364480
C: 1.712689 3.665261 -2.121475
C: 1.333101 4.982519 -1.900305
C: 1.511058 1.229335 -1.682508
C: 0.849138 0.125623 -1.270455
C: 1.292069 -1.224527 -1.778568
C: 0.799622 -2.414388 -1.234448
C: 1.192295 -3.662687 -1.698128
C: 2.114673 -3.759129 -2.728138
C: 2.623144 -2.593316 -3.289601
C: 2.212472 -1.351411 -2.828964
H: 0.100382 6.313577 -0.743229
H: -0.821489 4.498066 0.668321
H: -0.119089 2.209172 0.292387
H: 2.418660 3.428674 -2.910649
H: 1.744247 5.770895 -2.519130
H: 2.359106 1.133949 -2.354062
H: 0.088587 -2.376846 -0.430107
H: 0.763426 -4.556824 -1.258378
H: 2.429161 -4.728386 -3.095717
H: 3.340243 -2.648758 -4.101834
H: 2.606860 -0.474027 -3.325553

Forces on the atoms, in the same order (eV/Å):
W -1.05 -0.64 -0.42
F -0.01 0.07 0.07
C 0.06 0.11 0.15
C 0.17 0.03 0.15
F 0.05 -0.01 0.02
C 0.02 -0.08 -0.06
F -0.01 -0.09 -0.11
C -0.03 0.14 -0.12
P 0.53 0.22 0.16
C -0.03 -0.10 0.07
C 0.08 0.04 0.19
C 0.04 0.01 0.01
C -0.04 0.03 -0.01
C -0.04 -0.02 0.01
C -0.02 0.00 -0.07
C 0.02 0.02 0.03
C 0.02 -0.01 0.05
C -0.03 0.00 0.00
C -0.01 0.00 0.01
C -0.04 0.01 -0.01
C 0.11 0.05 0.07
C -0.08 -0.14 0.00
Br -0.01 0.14 0.01
C -0.11 0.01 -0.07
F -0.03 -0.02 -0.04
H 0.04 0.00 0.02
H -0.01 -0.05 0.02
H -0.03 -0.02 0.02
H -0.05 0.02 -0.01
H -0.05 -0.11 0.03
H 0.04 -0.04 -0.01
H 0.01 0.01 -0.06
H -0.02 0.03 -0.02
H 0.01 0.05 0.03
H 0.17 0.04 0.17
N -0.08 0.27 -0.54
C 0.05 0.06 0.03
C 0.01 0.07 -0.01
C 0.00 -0.08 0.08
C 0.12 0.16 -0.14
N 0.13 0.04 0.18
H 0.15 -0.11 0.09
H -0.02 0.07 0.15
H 0.04 -0.04 0.06
H 0.03 0.00 -0.04
H -0.05 -0.08 -0.02
H 0.00 -0.01 0.03
H -0.03 0.01 0.04
H -0.06 -0.05 0.00
H -0.04 0.03 -0.01
H 0.05 0.06 0.00
H -0.08 -0.08 0.04
H 0.01 0.12 -0.03
O -0.11 0.27 -0.20
C 0.33 -0.19 0.34
O -0.21 -0.25 -0.18
C 0.02 0.24 -0.01
C -0.01 0.27 -0.04
C -0.14 0.05 -0.30
C -0.04 -0.36 0.11
C -0.02 -0.48 0.05
C 0.39 -0.06 0.55
O -0.24 -0.67 -0.35
N 0.45 0.16 -0.17
O -0.13 0.12 -0.04
O -0.20 0.04 0.00
N 0.28 -0.02 -0.08
O -0.06 -0.09 0.13
O -0.08 0.14 0.10
H -0.01 0.00 0.00
H 0.01 -0.02 -0.03
C 0.04 0.09 -0.04
C 0.04 0.15 0.16
C -0.03 -0.01 -0.25
C 0.02 -0.24 -0.24
C 0.07 0.07 -0.12
C 0.02 -0.06 0.01
C -0.05 0.17 -0.06
C 0.02 -0.21 0.11
C 0.05 0.23 -0.06
C -0.02 0.09 -0.31
C 0.02 -0.01 -0.04
C 0.03 0.02 -0.01
C 0.00 0.03 0.01
C -0.01 -0.05 -0.07
H 0.03 -0.03 -0.02
H -0.01 -0.02 -0.03
H 0.09 0.36 0.60
H -0.04 0.04 0.03
H -0.02 -0.04 0.04
H 0.01 0.05 0.01
H -0.26 0.02 0.12
H 0.02 0.05 -0.02
H -0.03 0.05 0.01
H -0.08 0.00 0.06
H -0.02 -0.06 0.03

Mulliken population analysis, charges in e, atoms 1 to 2: 0.7013 -0.2799